Entry 1:
DFT (ωB97M-V with the def2-TZVPD basis set) results for a cluster of 2 separate species, C4H2F5NO in total.

Calculated values
- LUMO (spin up / spin down) (eV) = -1.14 / -0.89
- ΔE to the lowest compared entry with this formula, charge and spin (kcal/mol) = 29.7
- DFT total energy (a.u.) = -782.84428

The geometry in XYZ format:
```
13
C4H2F5NO (ωB97M-V with the def2-TZVPD basis set)
C 0.1683 -1.7720 0.0370
C 1.2293 0.4164 0.6406
C 0.5381 -0.4773 -0.3727
C -1.7629 0.3986 0.0024
N -0.1509 -2.8150 0.3932
O 0.7476 -0.2401 -1.6693
F 1.1760 1.6960 0.1964
F 2.5474 0.0987 0.7061
F -1.9199 0.4704 1.3218
F -2.6558 -0.4048 -0.5469
F -1.8010 1.6102 -0.5405
H 0.8082 0.3584 1.6528
H 1.0755 0.6605 -1.8209
```


Entry 2:
DFT (ωB97M-V with the def2-TZVPD basis set) results for a structure of composition C31H28CdN6O3PS2.

Calculated values
- LUMO (eV) = -2.08
- ΔE to the lowest compared entry with this formula, charge and spin (kcal/mol) = 0.0
- total charge = +1
- DFT total energy (a.u.) = -3057.78786

The geometry in XYZ format:
```
72
C31H28CdN6O3PS2 (ωB97M-V with the def2-TZVPD basis set)
Cd -0.2997 0.2227 1.9897
O 0.4150 -3.3987 3.7917
S 0.4102 -2.5306 2.6534
O 1.2938 -1.3427 2.7742
O -0.9246 -2.0655 2.2120
C 1.0376 -3.4178 1.2485
C 1.4700 -4.7204 1.4225
C 1.9708 -5.4299 0.3397
C 2.0422 -4.8285 -0.9073
C 1.6156 -3.5176 -1.0713
C 1.0992 -2.7925 0.0000
P 0.5999 -1.0517 -0.2913
C -0.7443 -1.0894 -1.5092
C -1.3078 0.1492 -1.8311
C -2.3694 0.2296 -2.7180
C -2.8991 -0.9320 -3.2672
C -2.3643 -2.1656 -2.9270
C -1.2883 -2.2485 -2.0516
C 2.0657 -0.4600 -1.2088
C 3.2639 -0.3983 -0.4917
C 4.4221 0.0591 -1.0991
C 4.3971 0.4596 -2.4332
C 3.2134 0.3873 -3.1514
C 2.0480 -0.0698 -2.5419
H 1.4074 -5.1647 2.4074
H 2.3071 -6.4496 0.4742
H 2.4357 -5.3731 -1.7556
H 1.6912 -3.0540 -2.0484
H -0.9144 1.0610 -1.3871
H -2.7832 1.1978 -2.9725
H -3.7335 -0.8750 -3.9541
H -2.7848 -3.0720 -3.3431
H -0.8847 -3.2174 -1.7868
H 3.2853 -0.7183 0.5459
H 5.3505 0.0855 -0.5411
H 5.3033 0.8069 -2.9126
H 3.1959 0.6751 -4.1959
H 1.1297 -0.1242 -3.1135
N -2.6307 -0.1354 5.5662
C -1.4769 -0.2697 6.3056
C -0.4617 0.0983 5.4796
N -0.9745 0.4596 4.2602
C -2.2771 0.2949 4.3366
C -3.1303 0.4981 3.1754
N -2.6221 0.6351 1.9698
C -3.6789 0.7888 1.1089
C -4.8417 0.7504 1.8126
N -4.4778 0.5633 3.1282
H -3.5493 -0.4016 5.8753
H -1.4884 -0.6137 7.3247
H 0.5960 0.1148 5.6769
H -3.5335 0.9085 0.0481
H -5.8708 0.8338 1.5110
H -5.1118 0.5253 3.9073
N 2.8289 2.1355 1.0711
C 1.6883 2.6130 0.5633
S 0.3197 2.7302 1.5841
N 1.7199 2.9634 -0.7263
C 0.6954 3.4293 -1.6031
C -0.4527 4.0885 -1.1841
C -1.3886 4.4833 -2.1323
C -1.1838 4.2526 -3.4833
C -0.0145 3.6296 -3.8968
C 0.9197 3.2196 -2.9618
H 2.8295 1.8444 2.0333
H 3.6230 1.9036 0.4945
H 2.5885 2.7700 -1.2076
H -0.6215 4.2971 -0.1405
H -2.2818 4.9962 -1.8001
H -1.9175 4.5748 -4.2105
H 0.1741 3.4604 -4.9492
H 1.8302 2.7319 -3.2854
```


Entry 3:
DFT (ωB97M-V with the def2-TZVPD basis set) results for a cluster of 7 separate species, C14H42O14 in total.

Calculated values
- <S²> = 0.756
- LUMO (spin up / spin down) (eV) = -2.42 / -9.02
- ΔE to the lowest compared entry with this formula, charge and spin (kcal/mol) = 0.7
- multiplicity = 2
- total charge = +1
- DFT total energy (a.u.) = -1611.46001

The geometry in XYZ format:
```
70
C14H42O14 (ωB97M-V with the def2-TZVPD basis set)
C -1.7272 -4.2138 0.8140
C -0.5125 -4.9884 0.2073
O -0.0111 -6.0256 1.1097
O -2.1886 -3.3348 -0.1775
H -1.4811 -3.6420 1.7087
H -2.4874 -4.9411 1.0990
H 0.3041 -4.2813 0.0609
H -0.7911 -5.5147 -0.7056
H 0.1945 -5.6581 1.9724
H -2.4979 -3.7329 -0.9945
C 0.8741 0.0098 -0.7708
C 0.3633 -0.4971 0.6152
O -1.0511 -0.8692 0.6809
O 0.8820 -1.0686 -1.6970
H 1.9228 0.2675 -0.6234
H 0.3656 0.8809 -1.1840
H 0.5262 0.3019 1.3385
H 0.9814 -1.3542 0.8825
H -1.2028 -1.7558 0.3454
H -0.0124 -1.1672 -2.0313
C -0.7984 -0.0251 3.8944
C -1.6765 -1.1568 4.3027
O -1.1846 -1.9213 5.4015
O -0.7780 0.8752 4.9629
H -1.1249 0.4511 2.9699
H 0.2115 -0.4224 3.7918
H -1.7804 -1.7198 3.3752
H -2.6494 -0.7735 4.6104
H -1.8079 -2.6050 5.6574
H -0.5615 0.3369 5.7278
C 2.7664 2.9007 1.4106
C 3.7790 4.0444 1.3254
O 5.0148 3.8658 0.6729
O 2.0499 2.8281 0.1751
H 2.0702 2.9975 2.2437
H 3.3517 1.9867 1.5111
H 4.1106 4.2366 2.3458
H 3.4201 5.0088 0.9660
H 5.6219 4.4838 1.0866
H 1.2349 3.3203 0.2984
C 3.5308 2.5492 -3.0217
C 5.0476 2.4579 -2.9251
O 5.4067 2.2915 -1.5710
O 3.0109 3.6447 -2.2940
H 3.1801 1.5864 -2.6500
H 2.9512 2.6788 -3.9357
H 5.4853 3.4270 -3.1647
H 5.4816 1.6874 -3.5623
H 4.8597 2.8647 -1.0288
H 2.7328 3.3386 -1.4277
C -1.8830 -0.4154 -3.8552
C -0.5399 -0.1144 -4.5241
O 0.0561 1.0029 -3.8909
O -1.7539 -1.1344 -2.5783
H -2.3546 -1.2128 -4.4296
H -2.5209 0.4543 -3.6985
H -0.5440 -0.0117 -5.6093
H 0.1058 -0.9765 -4.3569
H -0.0714 0.9214 -2.9429
H -2.6360 -1.4676 -2.3979
C -4.1427 0.5300 1.0248
C -4.9354 0.0595 -0.1709
O -4.2295 -0.8957 -1.0548
O -3.8052 -0.4334 1.9094
H -4.7780 1.2329 1.5636
H -3.2867 1.1147 0.6878
H -5.2206 0.9367 -0.7516
H -5.7690 -0.5673 0.1460
H -4.0440 -1.6908 -0.5499
H -3.0542 -0.9858 1.6805
```


Entry 4:
DFT (ωB97M-V with the def2-TZVPD basis set) results for the ion C6H10N with charge +1.

Calculated values
- SMILES = C[N@@H+]1C[C@]23C[C@]12C3
- LUMO (eV) = -3.53
- ΔE to the lowest compared entry with this formula, charge and spin (kcal/mol) = 81.0
- total charge = +1
- DFT total energy (a.u.) = -288.95383

The geometry in XYZ format:
```
17
C6H10N (ωB97M-V with the def2-TZVPD basis set)
C -0.6136 1.7995 -0.1910
N -0.1873 0.4490 -0.5809
C -1.0453 -0.7030 -0.2054
C 0.1695 -1.5197 0.3597
C 1.3561 -1.4750 -0.5549
C 1.0972 -0.1794 0.0239
C 0.7859 -0.7450 1.4179
H -0.6312 1.7213 0.8733
H 0.2630 2.4333 -0.5372
H -1.5677 1.9359 -0.7707
H -0.1850 0.5409 -1.5995
H -1.6790 -0.9271 -1.0282
H -1.5610 -0.3724 0.7236
H 2.2335 -2.0539 0.0119
H 1.1411 -1.7295 -1.5574
H 0.3137 -0.2094 2.1553
H 1.5591 -1.3290 1.9498
```


Entry 5:
DFT (ωB97M-V with the def2-TZVPD basis set) results for the molecule C3H4O2.

Calculated values
- LUMO (spin up / spin down) (eV) = -0.43 / -0.43
- ΔE to the lowest compared entry with this formula, charge and spin (kcal/mol) = 136.6
- DFT total energy (a.u.) = -266.97503

The geometry in XYZ format:
```
9
C3H4O2 (ωB97M-V with the def2-TZVPD basis set)
C 1.5630 0.1040 -0.1115
C 0.4104 -0.5799 0.0933
C -0.8055 0.2995 0.0848
O -2.9686 0.3089 -0.0977
O -1.8811 -0.3257 0.0224
H 2.3601 -0.5485 -0.2111
H 1.7834 1.1126 -0.2213
H 0.2198 -1.6934 0.2460
H -0.6816 1.3225 0.1951
```


Entry 6:
DFT (ωB97M-V with the def2-TZVPD basis set) results for a cluster of 11 separate species, C4H30O11 in total.

Calculated values
- SMILES = CC[C@H](C)O.O.O.O.O.O.O.O.O.O.O
- LUMO (eV) = 0.11
- ΔE to the lowest compared entry with this formula, charge and spin (kcal/mol) = 52.5
- DFT total energy (a.u.) = -997.99579

The geometry in XYZ format:
```
45
C4H30O11 (ωB97M-V with the def2-TZVPD basis set)
C 2.3311 2.7762 1.2675
C 2.1342 1.7242 0.1436
C 0.6451 1.3254 0.0573
C 0.3624 0.0609 0.8436
O 0.2093 1.1445 -1.3047
H 2.1823 2.2719 2.2376
H 1.7647 3.6644 1.0384
H 3.4110 3.0294 1.3093
H 2.3879 2.1064 -0.8616
H 2.8042 0.8997 0.5351
H 0.1322 2.1945 0.4793
H -0.1809 -0.6777 0.2850
H 1.1503 -0.4138 1.3933
H -0.1900 0.4265 1.7431
H -0.6290 0.6330 -1.4055
O 1.0896 -2.8351 1.2820
H 1.5555 -3.6379 1.4815
H 1.5989 -2.4638 0.5450
O -0.9910 -0.2542 -3.4897
H -1.6136 0.4673 -3.3166
H -1.3602 -0.9741 -2.9806
O -2.7037 -1.1483 -1.0180
H -1.8137 -0.8089 -0.9152
H -3.3262 -0.4242 -1.0279
O 0.3568 -1.3420 3.4362
H 0.4829 -1.9745 2.6650
H 0.5400 -1.8614 4.2270
O 3.0852 -2.4180 -0.6151
H 2.9926 -1.4975 -0.8660
H 3.1439 -2.8760 -1.4507
O -0.7302 3.5425 -2.0374
H -0.6042 2.6051 -1.8868
H 0.1320 3.6424 -2.4608
O 1.9448 -0.8802 -2.7111
H 1.0682 -1.1809 -2.9992
H 1.6505 -0.1738 -2.1333
O -2.6175 1.5507 -1.2923
H -1.9702 2.2664 -1.0466
H -3.2105 1.6295 -0.5274
O -2.4693 -2.5648 2.1924
H -1.5082 -2.6034 2.2232
H -2.8139 -2.1451 1.4107
O -1.7738 0.6160 3.3840
H -2.2393 -0.2468 3.2964
H -0.8799 0.3159 3.5675
```